Entry 1:
{"formula": "C3H3N3O5S", "method": "ωB97M-V/def2-TZVPD", "gap_ha": [0.313, 0.313], "lumo_ev": [-2.07, -2.07], "species": ["C", "S", "O", "O", "C", "C", "N", "N", "O", "N", "O", "O", "H", "H", "H"], "coordinates": [[1.92982, 0.75952, 0.36459], [0.50254, 0.69500, -0.72423], [0.84339, 0.11532, -1.96755], [-0.21914, 1.92679, -0.53638], [-0.67073, -0.65976, 0.12351], [-0.47988, -1.99761, -0.21632], [-0.26925, -3.08052, -0.47980], [-0.45327, -0.35800, 1.53645], [-0.79357, 0.73199, 1.92842], [-2.04189, -0.15490, -0.45888], [-2.86377, 0.14832, 0.34239], [-2.15176, -0.24856, -1.64594], [2.36993, 1.75638, 0.32656], [1.61280, 0.44384, 1.37732], [2.68478, -0.07780, 0.02987]], "mulliken_charge": [-0.9660, 1.1478, -0.5518, -0.5390, 0.6523, 0.0947, -0.3874, -0.1985, -0.2420, 0.8760, -0.5354, -0.4779, 0.3968, 0.4046, 0.3257]}

=====

Entry 2:
{"formula": "C3H3N4S", "method": "ωB97M-V/def2-TZVPD", "gap_ha": [0.207, 0.207], "total_charge": -1, "lumo_ev": [0.97, 0.97], "species": ["C", "C", "C", "N", "N", "N", "N", "S", "H", "H", "H"], "coordinates": [[0.89431, 0.45087, 0.70717], [-1.26224, -0.92834, -1.45380], [-1.61326, -0.16519, -0.38876], [2.09203, 0.28488, 0.17676], [0.88394, 0.88500, 1.95334], [2.86106, 0.59569, 1.18408], [2.12678, 1.04430, 2.21480], [-1.53700, -0.52287, -3.09948], [-0.67704, -1.76522, -1.33954], [-2.34327, 0.65133, -0.53711], [-1.42532, -0.53045, 0.58254]], "mulliken_charge": [0.4626, -0.1670, -0.7620, -0.2772, -0.2480, -0.2976, -0.3519, -0.3639, 0.3514, 0.2497, 0.4039]}

=====

Entry 3:
{"formula": "C3H3N5", "method": "ωB97M-V/def2-TZVPD", "gap_ha": 0.320, "lumo_ev": -1.08, "species": ["H", "N", "C", "N", "C", "C", "N", "N", "N", "H", "H"], "coordinates": [[2.16871, 1.33741, -0.17116], [2.25857, 0.23016, -0.04443], [1.05434, -0.13906, -0.24255], [0.45275, -1.25757, -0.41391], [-0.61629, -1.51176, 0.31147], [-1.18757, -0.36009, 1.12122], [-1.21494, 0.90237, 0.67481], [-0.97800, 1.22290, -0.55111], [0.15946, 0.87496, -0.96262], [-1.05896, -2.55630, -0.01615], [-1.35747, -0.52535, 2.12731]], "mulliken_charge": [0.3076, -0.6430, 0.5876, -0.3747, 0.0537, -0.2326, -0.0685, -0.2110, -0.1862, 0.3481, 0.4189]}

=====

Taking the records one at a time from the top gives energy above the lowest of the compared OMol25 structures with the same formula, charge and spin values of 0.000; 4.168; 4.246 eV.